# 1
Molecular formula: C9H14O
Method: DFT, ωB97M-V/def2-TZVPD

Output
Multiplicity: 2
Net charge: +1
Frontier orbital gap (spin up / spin down) (eV): 10.18 / 7.11
E_HOMO (spin up / spin down) (eV): -13.928 / -14.514

```
24
Properties=species:S:1:pos:R:3:forces:R:3
C 1.841021 -0.161589 2.634689 0.7 -0.1 0.5
C 2.413763 -0.164051 4.065110 -0.5 -0.7 -0.6
H 0.876528 -0.661602 2.563507 -0.1 0.2 0.1
H 1.800022 0.866750 2.284731 -0.3 0.1 -0.2
H 2.536084 -0.712667 1.998856 0.0 0.1 -0.2
H 1.626359 0.039030 4.785236 0.2 0.5 0.2
H 3.261956 0.509214 4.119174 -0.1 0.2 0.3
H 2.761406 -1.161606 4.307494 0.2 -0.2 0.1
C -1.021190 2.624028 -2.131776 0.2 0.8 -0.4
C -0.427534 -1.249688 -0.573122 -0.2 -0.3 0.1
C -1.709209 -0.936443 -1.126473 0.8 -0.2 -0.2
C 0.574721 -0.268785 -0.383616 -0.2 0.9 0.1
C -1.897027 0.310245 -1.629983 -0.3 0.1 0.9
C 0.332500 1.002974 -0.817441 -0.1 -0.9 -0.2
C -0.871378 1.292988 -1.521238 0.3 0.5 0.2
O -0.149414 -2.453329 -0.137471 0.1 -0.1 -0.3
H -2.442393 -1.732937 -1.126266 -0.3 0.2 -0.1
H -0.790869 -3.103244 -0.464277 -0.1 -0.1 0.3
H 1.472500 -0.495522 0.164103 0.1 -0.3 -0.1
H -2.891320 0.641646 -1.889814 0.0 -0.1 -0.6
H 1.091477 1.749688 -0.646044 -0.1 0.3 -0.1
H -0.443091 2.630146 -3.070704 -0.3 -0.2 -0.1
H -0.516460 3.427465 -1.583036 -0.2 -0.3 0.3
H -2.042947 2.937751 -2.359611 0.1 -0.3 0.0
```
Forces are in eV/Å.



# 2
Molecular formula: C5H14S
Method: DFT, ωB97M-V/def2-TZVPD

Output
SMILES: CCC.CSC
Multiplicity: 1
Frontier orbital gap (eV): 9.59
E_HOMO (eV): -8.500

```
20
Properties=species:S:1:pos:R:3:forces:R:3
C 3.103433 2.033747 2.369877 -0.9 1.5 -0.5
S 1.954181 1.753992 0.946407 0.1 0.0 0.4
C 0.433914 1.129737 1.715313 0.4 -0.5 -0.2
H 3.922413 1.331816 2.333199 0.1 0.0 0.4
H 2.638721 2.208773 3.344111 -0.3 -1.1 0.0
H 3.413287 3.079592 2.240825 0.7 -0.4 -0.5
H 0.527945 0.077820 1.991894 0.2 0.2 0.5
H 0.188411 1.782383 2.545853 -0.3 -0.2 0.1
H -0.363147 1.097716 0.973536 0.1 0.6 -0.1
C -0.387263 -0.872743 -2.264701 -1.0 -0.7 -0.3
C -1.276899 -1.290286 -1.047001 0.9 1.1 -2.3
C -2.649242 -1.775396 -1.470007 0.5 -0.8 0.1
H -0.228974 -1.750476 -2.902012 0.4 -0.1 0.2
H 0.551449 -0.475460 -1.887528 0.1 0.1 -0.3
H -0.896393 -0.196723 -2.958775 0.1 0.4 0.4
H -1.407721 -0.336073 -0.533757 0.2 -0.5 0.9
H -0.607499 -2.036325 -0.635192 -0.5 -0.1 1.2
H -3.220308 -2.013986 -0.571108 -0.5 0.4 -0.3
H -3.081693 -1.040143 -2.149638 -0.4 0.1 0.4
H -2.614615 -2.707965 -2.041296 0.2 0.0 0.0
```
Forces are in eV/Å.



# 3
Molecular formula: C5H4N2
Method: DFT, ωB97M-V/def2-TZVPD

Output
SMILES: C#Cc1ccn[nH]1
Multiplicity: 1
Frontier orbital gap (eV): 10.03
E_HOMO (eV): -9.055

```
11
Properties=species:S:1:pos:R:3:forces:R:3
C 2.820108 -0.040853 -0.098054 -0.5 0.0 0.0
C 1.636640 0.108591 0.067394 0.5 -0.1 -0.1
C 0.215535 0.101925 0.117328 -0.1 0.0 -0.1
C -0.632431 -0.914317 -0.273644 0.0 0.0 0.0
C -1.920935 -0.373598 -0.128103 -0.1 0.0 0.0
N -1.883917 0.873726 0.325785 0.1 -0.2 -0.1
N -0.584002 1.143200 0.469386 0.2 0.1 0.0
H 3.848114 -0.219046 -0.316051 -0.1 0.1 0.2
H -0.325453 -1.889680 -0.620833 -0.1 0.1 0.0
H -2.871329 -0.841644 -0.346427 0.1 0.1 0.1
H -0.302326 2.051699 0.803217 0.0 -0.1 -0.1
```
Forces are in eV/Å.



Here are the calculated energy numbers, same order: -426.26968; -597.04637; -302.35934 (Eh).
Here are the calculated relative energy (zero: lowest compared OMol25 entry of this formula, charge and spin) numbers, same order: 0.1785; 0.8418; 1.8766 (eV).